Density functional theory data (wB97M-V/def2-TZVPD) for a structure of composition H6HfO27S6 in a non-equilibrium geometry.

Last column: Löwdin charge in e.
Element x y z (Å)
Hf: -0.13337 0.34383 0.01177  1.524
S: -2.77511 -2.13743 4.78964  0.126
S: 4.90407 0.91417 3.09058  0.077
S: 4.41246 -1.53061 -3.36676  0.123
S: -5.90659 1.17856 0.10168  0.062
S: -3.15231 -4.23423 -2.10616  0.020
S: 3.06479 4.83103 -2.16308  0.078
O: -0.69005 3.67912 2.36889  -0.077
O: 3.07626 6.00836 -1.32036  -0.470
O: 3.59434 0.80925 2.47010  -0.364
O: -2.53328 -3.07522 -1.52795  -0.328
O: -4.37959 -4.56413 -1.36408  -0.386
O: 4.62055 -1.04256 -4.71928  -0.452
O: 3.15956 -1.11686 -2.75159  -0.359
O: -3.52651 -3.94175 -3.46208  -0.412
O: -3.63803 -1.24321 5.53872  -0.426
O: -1.59904 0.99714 -3.89826  -0.070
O: 4.45546 -2.98364 -3.38942  -0.457
O: 5.89101 1.33982 2.06210  -0.368
O: 2.86301 5.15231 -3.54990  -0.461
O: -6.55552 2.10985 1.03038  -0.471
O: -6.32263 1.48636 -1.24342  -0.451
O: -1.95234 -1.43894 3.75411  -0.417
O: 5.22735 -0.33291 3.69592  -0.431
O: 4.96247 2.01858 4.03898  -0.437
O: -2.27742 -5.33507 -2.17915  -0.427
O: 5.52819 -0.94772 -2.51174  -0.389
O: 1.99550 3.85841 -1.70950  -0.432
O: -1.91423 -2.88672 5.72513  -0.492
O: 4.38953 4.24908 -2.05524  -0.386
O: -6.30322 -0.17689 0.43894  -0.353
O: 1.52672 -3.27800 0.98550  -0.076
O: -3.81162 -2.95027 4.14202  -0.379
O: -4.45991 1.22307 0.24369  -0.370
H: -0.78266 3.63884 3.32075  0.023
H: -0.82361 4.60220 2.15364  0.018
H: -2.47117 1.24920 -4.20169  0.021
H: -1.02233 1.19194 -4.63698  0.022
H: 1.46878 -3.74542 1.81882  0.022
H: 1.89048 -3.91954 0.37529  0.026

Values from the calculation:
* total charge: -8
* energy: -121643.848 eV
* highest occupied orbital energy: 9.27 eV



Density functional theory data (wB97M-V/def2-TZVPD) for a cluster of 2 separate species, H6N2 in total.

Last column: Löwdin charge in e.
Element x y z (Å)
N: 0.43204 2.71569 5.29341  -0.013
N: -1.51219 -0.46886 3.10236  -0.012
H: 0.47674 2.85285 4.27861  0.004
H: -1.24846 0.45732 2.75129  -0.001
H: -0.76156 -1.11365 2.83513  0.004
H: 1.39600 2.59606 5.62067  0.006
H: 0.08674 3.59205 5.69761  0.007
H: -1.50623 -0.41238 4.12579  0.006

Values from the calculation:
* energy: -3077.632 eV
* relative energy (zero: lowest compared OMol25 entry of this formula, charge and spin): 8.7 kJ/mol
* highest occupied orbital energy: -9.96 eV
* SMILES string: N.N



> Which of these has the lowest energy?

H6HfO27S6



> Number 1 is which compound?

H6HfO27S6



Copy entry 2 word for word.
Density functional theory data (wB97M-V/def2-TZVPD) for a cluster of 2 separate species, H6N2 in total.

Last column: Löwdin charge in e.
Element x y z (Å)
N: 0.43204 2.71569 5.29341  -0.013
N: -1.51219 -0.46886 3.10236  -0.012
H: 0.47674 2.85285 4.27861  0.004
H: -1.24846 0.45732 2.75129  -0.001
H: -0.76156 -1.11365 2.83513  0.004
H: 1.39600 2.59606 5.62067  0.006
H: 0.08674 3.59205 5.69761  0.007
H: -1.50623 -0.41238 4.12579  0.006

Values from the calculation:
* energy: -3077.632 eV
* relative energy (zero: lowest compared OMol25 entry of this formula, charge and spin): 8.7 kJ/mol
* highest occupied orbital energy: -9.96 eV
* SMILES string: N.N



> What is the highest occupied orbital energy in the second record?

-9.96 eV